Record 1
C6H14N2O2 | wB97M-V/def2-TZVPD

The geometry in XYZ format:
```
24
Properties=species:S:1:pos:R:3:mulliken_charge:R:1
C -0.60196 2.26789 0.92828 -1.392
C -0.31538 -1.14453 2.60366 -0.864
C -0.92185 0.80836 1.06575 0.793
O -1.95217 0.30168 0.64683 -0.697
N -0.16072 0.13738 1.96419 -0.079
H 0.42280 2.39258 0.60023 0.388
H 0.68071 0.57458 2.40726 0.270
H 0.36414 -1.21699 3.43942 0.338
H -1.27426 2.69162 0.16784 0.337
H -0.38011 2.73555 1.94496 0.355
H -1.32442 -1.44278 2.92799 0.307
H -0.30308 -2.04866 1.91975 0.222
C -0.30462 -2.17949 -1.90968 -1.095
C 1.31235 1.21526 -1.50102 -0.923
C 1.15187 -0.21603 -1.86969 0.632
O 2.04671 -0.85022 -2.38788 -0.634
N -0.09456 -0.74693 -1.57716 -0.105
H -0.90034 -0.39072 -1.04710 0.273
H -1.03304 -2.55853 -1.20933 0.345
H 1.66807 1.89358 -2.25765 0.429
H -0.97019 -2.25038 -2.79718 0.342
H 0.50573 -2.86615 -2.07778 0.366
H 0.35147 1.66081 -1.29445 0.177
H 2.03287 1.23216 -0.68723 0.216
```

Values from the calculation:
Spin multiplicity ... 1
SMILES string ... CNC(C)=O.CNC(C)=O
HOMO-LUMO gap ... 9.789 eV
Relative energy (zero: lowest compared OMol25 entry of this formula, charge and spin) ... 45.4 kcal per mole
Net charge ... 0
Strongest force on any atom ... 0.0662 hartree/bohr
Calculated total energy ... -13523.6548 eV
Highest occupied orbital energy ... -9.255 eV



Record 2
C6H14N2O2 | wB97M-V/def2-TZVPD

The geometry in XYZ format:
```
24
Properties=species:S:1:pos:R:3:mulliken_charge:R:1
C 1.73858 2.41492 0.28205 -0.921
C 2.47900 -1.24012 0.89159 -0.954
C 2.70227 0.19596 0.41216 0.602
O 3.78166 0.59754 0.05630 -0.623
N 1.62522 1.01315 0.64522 -0.092
H 0.71616 0.59094 0.79398 0.332
H 1.94610 2.57983 -0.77605 0.286
H 3.00653 -1.31774 1.84618 0.272
H 0.79957 2.89979 0.51709 0.364
H 2.62550 2.82649 0.76520 0.283
H 1.50392 -1.66784 1.12058 0.266
H 2.92345 -1.87447 0.12010 0.287
C -3.33657 -1.32529 0.70812 -1.067
C -1.01485 0.24877 -1.84972 -0.691
C -2.13445 -0.58403 0.17199 0.679
O -1.23628 -0.12487 0.85490 -0.685
N -2.10990 -0.51019 -1.18779 -0.193
H -3.03619 -2.33839 0.98352 0.250
H -2.73923 -1.00658 -1.78444 0.211
H -0.16626 -0.44470 -1.94476 0.265
H -3.96034 -0.89274 1.47463 0.327
H -4.05303 -1.46495 -0.11104 0.312
H -1.35550 0.43082 -2.86222 0.311
H -0.70535 0.99372 -1.12759 0.177
```

Values from the calculation:
Spin multiplicity ... 1
SMILES string ... CNC(C)=O.CNC(C)=O
HOMO-LUMO gap ... 9.771 eV
Relative energy (zero: lowest compared OMol25 entry of this formula, charge and spin) ... 19.1 kcal per mole
Net charge ... 0
Strongest force on any atom ... 0.0518 hartree/bohr
Calculated total energy ... -13524.7972 eV
Highest occupied orbital energy ... -9.185 eV



Record 3
C6H14N2O2 | wB97M-V/def2-TZVPD

The geometry in XYZ format:
```
24
Properties=species:S:1:pos:R:3:mulliken_charge:R:1
C 0.26493 -1.13904 -3.03593 -0.946
C 1.06916 -2.20229 0.51972 -0.722
C 0.13602 -1.11083 -1.51763 0.676
O -0.54964 -0.34759 -0.88594 -0.630
N 1.03288 -1.95121 -0.90386 -0.179
H 0.44991 -0.09349 -3.28308 0.252
H 1.59722 -2.62135 -1.39908 0.220
H 0.85229 -3.23131 0.80147 0.353
H 1.06275 -1.78257 -3.38480 0.314
H -0.66358 -1.46631 -3.49356 0.284
H 2.04477 -1.92190 0.92354 0.308
H 0.39485 -1.58338 1.11149 0.114
C -1.37395 0.36407 2.34337 -1.018
C 0.14234 2.87203 0.02072 -0.917
C -0.71867 2.35034 1.13687 0.770
O -1.58862 2.99935 1.67499 -0.610
N -0.35747 1.07728 1.57244 -0.291
H -0.00902 0.37926 0.92309 0.279
H -0.96843 -0.38363 3.02732 0.313
H 1.20722 3.00425 0.24441 0.298
H -1.98181 1.02472 2.95047 0.381
H -2.00963 -0.21494 1.66123 0.307
H 0.18391 2.11771 -0.76538 0.123
H -0.21742 3.86082 -0.24188 0.321
```

Values from the calculation:
Spin multiplicity ... 1
SMILES string ... CNC(C)=O.CNC(C)=O
HOMO-LUMO gap ... 9.602 eV
Relative energy (zero: lowest compared OMol25 entry of this formula, charge and spin) ... 20.5 kcal per mole
Net charge ... 0
Strongest force on any atom ... 0.0459 hartree/bohr
Calculated total energy ... -13524.7358 eV
Highest occupied orbital energy ... -9.069 eV



Record 4
C6H14N2O2 | wB97M-V/def2-TZVPD

The geometry in XYZ format:
```
24
Properties=species:S:1:pos:R:3:mulliken_charge:R:1
C -0.57393 0.09218 2.13860 -1.043
C 3.00166 -0.25589 0.89926 -0.825
C 0.73276 0.41761 1.43461 0.751
O 0.78828 1.30876 0.60889 -0.627
N 1.81053 -0.34223 1.72910 -0.191
H -0.57665 -0.91117 2.56914 0.364
H 1.73183 -1.03973 2.44665 0.225
H 3.54329 0.66467 1.10067 0.268
H -0.62785 0.73248 3.03174 0.337
H -1.37310 0.29214 1.43985 0.162
H 3.65594 -1.09499 1.13008 0.345
H 2.71072 -0.28480 -0.15084 0.235
C -2.63136 -1.34562 -0.64338 -0.856
C -0.35040 1.27714 -2.13768 -1.391
C -0.73702 -0.04832 -1.54252 0.927
O 0.01256 -1.01019 -1.45845 -0.662
N -2.04688 -0.14481 -1.17250 -0.176
H -2.64897 0.64251 -1.34768 0.204
H -2.80456 -1.31200 0.44502 0.238
H -1.04027 1.52712 -2.94351 0.444
H 0.66384 1.20930 -2.50097 0.304
H -3.62239 -1.49967 -1.06244 0.355
H -1.97400 -2.18239 -0.84840 0.292
H -0.41399 2.08620 -1.41384 0.321
```

Values from the calculation:
Spin multiplicity ... 1
SMILES string ... CNC(C)=O.CNC(C)=O
HOMO-LUMO gap ... 10.318 eV
Relative energy (zero: lowest compared OMol25 entry of this formula, charge and spin) ... 11.0 kcal per mole
Net charge ... 0
Strongest force on any atom ... 0.0280 hartree/bohr
Calculated total energy ... -13525.1492 eV
Highest occupied orbital energy ... -9.413 eV



Record 5
C6H14N2O2 | wB97M-V/def2-TZVPD

The geometry in XYZ format:
```
24
Properties=species:S:1:pos:R:3:mulliken_charge:R:1
C -1.12125 1.58007 1.83732 -1.062
C -3.47788 -0.18370 -0.54068 -0.879
C -1.61619 0.72409 0.75496 0.711
O -0.90652 0.09367 -0.02372 -0.619
N -2.98278 0.54742 0.61339 -0.196
H -0.17071 2.05620 1.54070 0.248
H -3.58879 1.06537 1.23669 0.196
H -4.25854 0.39060 -0.98761 0.364
H -1.85182 2.31520 2.20677 0.338
H -0.62002 1.13194 2.70636 0.288
H -2.70343 -0.31481 -1.35072 0.254
H -3.83880 -1.12753 -0.19704 0.294
C 2.90081 1.12461 -1.02588 -0.890
C 0.80479 -1.96612 -0.26986 -0.963
C 2.01233 -1.07105 -0.37594 0.750
O 3.12982 -1.36411 0.01527 -0.650
N 1.81222 0.15982 -0.94557 -0.161
H 0.87876 0.47946 -1.14381 0.267
H 3.12560 1.54774 -2.01024 0.294
H 0.13232 -1.67650 0.53945 0.154
H 2.48890 2.08574 -0.68521 0.267
H 3.81134 0.70337 -0.45361 0.319
H 0.11952 -1.86261 -1.09002 0.330
H 0.86242 -3.04841 0.01667 0.347
```

Values from the calculation:
Spin multiplicity ... 1
SMILES string ... CNC(C)=O.CNC(C)=O
HOMO-LUMO gap ... 9.321 eV
Relative energy (zero: lowest compared OMol25 entry of this formula, charge and spin) ... 38.8 kcal per mole
Net charge ... 0
Strongest force on any atom ... 0.0529 hartree/bohr
Calculated total energy ... -13523.9422 eV
Highest occupied orbital energy ... -8.753 eV



Number 1: molecular weight 146.19 u. Number 2: molecular weight 146.19 u. Number 3: molecular weight 146.19 u. Number 4: molecular weight 146.19 u. Number 5: molecular weight 146.19 u.